No. 1
Molecular formula: C10H13N2O
Method: DFT, the ωB97M-V functional and the def2-TZVPD basis

The geometry in XYZ format:
```
26
Properties=species:S:1:pos:R:3:forces:R:3:lowdin_charge:R:1
C -3.38905 1.15867 -0.12929 -0.036 -0.212 -0.057 -0.0208
C -3.30876 -0.22508 -0.24135 0.153 0.138 0.012 0.0224
C -2.25503 1.90641 0.18461 -0.236 0.153 0.005 -0.1058
C -2.05951 -0.78593 -0.04583 0.666 0.490 0.281 -0.1064
C -0.98849 0.06587 0.25405 -1.256 -0.267 -0.097 -0.2146
C -1.52411 -2.17684 -0.08232 -0.830 -0.417 -0.084 -0.0594
C 1.49940 -0.38092 1.02835 -0.741 -0.334 0.520 -0.0207
C 1.50280 0.09236 -1.21399 -2.369 -1.246 1.448 0.0644
C 0.20728 -0.74595 0.29996 2.293 0.919 -2.494 -0.1957
C 3.42701 0.92100 0.14966 0.648 0.519 0.162 0.0045
N -1.05792 1.37997 0.37702 0.597 -0.182 0.127 0.1406
N 2.44201 -0.14458 -0.08804 0.353 -0.158 -0.167 -0.1855
O -0.11425 -2.04128 0.15885 0.440 0.286 0.470 0.0206
H -4.32610 1.66404 -0.29903 -0.087 0.056 0.036 0.1139
H -4.17551 -0.82453 -0.48091 -0.060 0.012 -0.011 0.1278
H -2.30541 2.98127 0.28002 -0.150 0.092 -0.015 0.1160
H -1.94626 -2.80304 0.71279 0.150 0.032 -0.149 0.1505
H -1.67592 -2.68502 -1.03784 0.103 0.075 0.024 0.1475
H 1.33104 0.55216 1.57170 0.141 -0.043 -0.079 0.1440
H 1.83662 -1.16305 1.71321 0.107 0.132 -0.056 0.1521
H 1.72072 -0.43673 -2.12504 0.290 -0.111 -0.110 0.0888
H 1.20467 1.12186 -1.31896 0.146 0.252 0.127 0.0882
H 2.90189 1.83346 0.42529 -0.092 -0.073 -0.023 0.1121
H 4.10322 0.63683 0.95328 -0.028 -0.026 0.044 0.1106
H 4.00456 1.10996 -0.75438 -0.112 -0.161 -0.016 0.1139
H 2.94509 -1.01095 -0.29180 -0.089 0.073 0.102 0.1909
```
Forces are in eV/Å.

Summary:
Relative energy (zero: lowest compared OMol25 entry of this formula, charge and spin): 3.466 eV
LUMO energy (alpha / beta): -3.61 / -3.61 eV
Multiplicity: 1
HOMO-LUMO gap (alpha / beta): 8.3 / 8.3 eV
Total charge: +1
DFT total energy: -15599.8307 eV

***

No. 2
Molecular formula: C10H13N2O
Method: DFT, the ωB97M-V functional and the def2-TZVPD basis

The geometry in XYZ format:
```
26
Properties=species:S:1:pos:R:3:forces:R:3:lowdin_charge:R:1
C 1.08417 -1.38911 2.15924 0.363 0.586 3.105 -0.1262
C 2.08832 -1.48017 1.10102 0.094 1.986 0.440 -0.1559
C 1.57592 -0.20502 0.28395 2.731 -1.559 -0.419 -0.2764
C 2.41174 0.37103 -0.84354 3.023 0.610 -0.156 -0.0283
N 0.29369 -0.63317 -0.29919 -2.369 1.610 0.526 0.0316
O 0.35405 -1.24814 -1.56690 -0.190 0.976 1.144 0.0637
N -0.67119 -0.84901 -2.29048 -0.123 -0.296 -0.224 0.1983
C -1.42777 -0.05532 -1.58466 -1.012 0.436 0.028 -0.1390
C -2.64376 0.65968 -2.06152 0.602 -0.659 2.293 0.0580
C -3.20276 1.45817 -1.10974 -1.258 1.141 -0.483 -0.0720
C -2.68232 1.75596 0.19446 1.370 -3.717 -0.349 0.0297
C -1.59379 0.93543 0.66127 -0.124 3.190 0.803 0.0338
C -0.87056 0.06613 -0.21264 -0.723 0.350 -2.926 -0.0654
H 1.24128 -1.97030 3.05445 -0.238 -0.864 -0.091 0.0989
H 1.16102 -0.37910 2.57135 0.128 0.047 0.357 0.0844
H 0.10458 -1.38585 1.81789 -1.986 -0.824 -0.361 0.0499
H 2.08171 -2.37306 0.58453 -0.549 -1.802 -1.689 0.0919
H 3.03414 -1.57911 1.64601 0.452 1.360 -0.764 0.1371
H 1.49595 0.55401 1.08302 -0.876 -0.208 -0.919 0.1494
H 2.24530 0.03897 -1.88153 -0.105 -0.294 0.718 0.0826
H 2.36631 1.48831 -0.90324 -0.014 -0.897 0.333 0.0965
H 3.51459 0.07450 -0.57945 -1.928 0.809 -0.662 0.1329
H -3.27170 0.47553 -2.92674 0.882 -0.355 -0.314 0.1322
H -4.17626 1.93828 -1.34533 0.824 -0.311 0.006 0.1320
H -3.31819 2.37394 0.84654 0.985 -0.108 -0.138 0.1348
H -1.19447 1.35741 1.60123 0.042 -1.206 -0.261 0.1252
```
Forces are in eV/Å.

Summary:
Relative energy (zero: lowest compared OMol25 entry of this formula, charge and spin): 6.807 eV
LUMO energy (alpha / beta): -5.99 / -5.99 eV
Multiplicity: 1
HOMO-LUMO gap (alpha / beta): 7.9 / 7.9 eV
SMILES string: CC[C@@H](C)[n+]1onc2ccccc21
Total charge: +1
DFT total energy: -15596.4900 eV

***

No. 3
Molecular formula: C10H13N2O
Method: DFT, the ωB97M-V functional and the def2-TZVPD basis

The geometry in XYZ format:
```
26
Properties=species:S:1:pos:R:3:forces:R:3:lowdin_charge:R:1
C 3.11978 0.45550 0.04073 -0.223 -2.025 0.892 -0.0634
C 2.97158 -0.93430 0.21083 0.814 -0.435 -0.864 -0.0477
C 1.96498 1.21289 0.06107 0.255 1.985 -1.824 -0.0200
C 1.67437 -1.51311 0.30716 1.792 1.352 -0.146 0.0054
C 0.67293 0.70110 -0.01166 1.885 -0.834 2.148 -0.1307
C 0.55238 -0.67237 0.21195 0.690 -1.195 -0.690 -0.1602
C -1.66746 -0.11348 0.14853 1.386 -0.785 0.632 -0.0679
C -0.48731 1.59834 0.12062 -1.740 -3.305 -4.943 -0.3660
C -0.96160 2.31065 -1.16010 2.238 0.679 2.133 0.0435
C -1.15759 -2.60717 0.19985 -2.074 0.932 -3.767 0.0127
N -0.77495 -1.15395 0.18876 -1.481 0.585 0.504 -0.0599
N -2.96342 -0.36427 0.16868 -0.452 1.391 -0.522 0.1710
O -0.64406 2.38221 1.09067 -0.876 2.280 2.683 0.1747
H 4.14272 0.79870 0.00181 -0.239 0.681 -0.176 0.1118
H 3.94770 -1.59427 0.11039 -2.389 1.253 0.571 0.1572
H 2.05596 2.28698 -0.18074 0.065 -0.403 0.614 0.1383
H 1.77070 -2.56981 0.45669 -1.107 -0.450 -0.025 0.1024
H -1.34800 1.69197 -1.86962 -1.315 -1.813 -1.790 0.0602
H -0.06872 2.73426 -1.61068 0.209 0.298 -0.014 0.1038
H -1.59830 3.10898 -0.87057 -0.788 0.588 0.036 0.0920
H -0.42624 -3.34144 0.44486 0.794 0.166 0.767 0.0667
H -2.09029 -2.70853 0.77946 0.692 -0.243 0.001 0.0819
H -1.43102 -2.91080 -0.95919 0.494 0.814 2.784 0.1625
H -3.63236 0.45040 0.05447 1.098 -1.791 0.308 0.1667
H -3.28818 -1.33251 0.12811 -0.330 0.687 -0.057 0.1076
H -0.33359 2.08402 1.93791 0.602 -0.411 0.747 0.1574
```
Forces are in eV/Å.

Summary:
Relative energy (zero: lowest compared OMol25 entry of this formula, charge and spin): 3.124 eV
LUMO energy: -3.02 eV
Multiplicity: 1
HOMO-LUMO gap: 9.3 eV
Total charge: +1
DFT total energy: -15600.1731 eV

***

No. 4
Molecular formula: C10H13N2O2
Method: DFT, the ωB97M-V functional and the def2-TZVPD basis

The geometry in XYZ format:
```
27
Properties=species:S:1:pos:R:3:forces:R:3:lowdin_charge:R:1
C -3.80489 1.36184 -0.07092 0.180 1.609 -1.152 -0.0234
C -3.75998 0.22595 -0.86932 -2.547 1.367 -1.082 -0.0756
C -2.76434 1.81386 0.74582 -0.695 -0.577 1.531 -0.0310
C -2.65812 -0.50042 -0.92482 3.148 -2.426 2.044 0.0166
C -1.64890 1.01319 0.82752 -1.387 -1.555 -2.174 0.0167
C -1.55579 -0.14755 -0.02014 -1.827 0.620 -0.351 -0.1796
C 1.44176 0.59365 -0.85829 -1.272 -2.726 0.703 0.1595
C -0.46462 -0.98501 0.01436 1.514 2.057 -1.264 0.0771
C 3.73586 0.90629 -0.49636 3.082 0.792 -0.666 -0.0614
C 2.39073 -0.30132 1.21816 -1.256 3.241 -0.521 0.0301
N -0.15055 -2.20617 0.10411 1.924 -0.799 -1.410 -0.2646
N 2.47160 0.35948 -0.15731 -0.815 -1.062 1.607 -0.2531
O 0.99139 -2.77251 -0.73469 -1.547 0.665 1.335 0.0554
O -0.68338 -2.89470 0.94108 -0.405 -1.743 0.609 0.0878
H -4.58009 2.06265 -0.34450 -0.576 -0.058 0.755 0.1210
H -4.62272 0.03223 -1.54351 0.696 -0.032 0.717 0.1416
H -2.96404 2.59734 1.52117 0.439 -0.447 -1.232 0.1407
H -2.62312 -1.51322 -1.35736 0.134 0.837 -0.378 0.1439
H -0.89441 1.14746 1.51105 1.726 0.643 1.402 0.0938
H 1.68352 0.93502 -1.83612 -0.148 0.890 -0.892 0.0656
H 4.65093 0.40405 -0.12578 -0.916 -0.772 -0.097 0.1082
H 3.89185 0.99476 -1.59751 -0.469 0.212 0.923 0.1190
H 3.88333 1.84550 0.03520 -0.415 0.497 -0.420 0.1078
H 1.58554 -0.99585 1.26579 -0.515 -0.257 -0.223 0.0448
H 3.29223 -0.82674 1.32346 1.319 -0.271 0.792 0.0765
H 2.13337 0.58823 1.91609 1.049 -1.791 -0.669 0.1434
H 1.02285 -3.73802 -0.48717 -0.422 1.086 0.113 0.1393
```
Forces are in eV/Å.

Summary:
Relative energy (zero: lowest compared OMol25 entry of this formula, charge and spin): 8.902 eV
LUMO energy (alpha / beta): -5.75 / -5.64 eV
Multiplicity: 1
HOMO-LUMO gap (alpha / beta): 6.2 / 6.8 eV
Total charge: +1
DFT total energy: -17639.8258 eV

***

No. 5
Molecular formula: C10H13N2O5RhS
Method: DFT, the ωB97M-V functional and the def2-TZVPD basis

The geometry in XYZ format:
```
32
Properties=species:S:1:pos:R:3:forces:R:3:lowdin_charge:R:1
O 3.38004 -1.73712 4.02581 -0.142 -0.128 -0.873 0.0828
C 3.18034 -1.85417 2.92281 0.182 0.164 1.064 -0.0030
Rh 2.61664 -2.21126 -1.29314 0.797 -1.258 -2.130 0.6490
C 1.63302 -1.22958 -2.72023 -2.295 2.341 -2.891 -0.1867
O 1.11608 -0.78427 -3.64146 1.368 -1.260 1.875 0.1884
C 3.47197 -3.62312 -2.97868 2.722 -3.116 0.137 0.0454
O 4.15080 -4.52497 -3.18830 -2.403 3.067 0.365 0.1729
C 0.97272 -2.83053 -0.50060 -8.627 -4.308 2.635 -0.1780
O -0.08721 -3.13299 -0.09557 4.961 1.899 -1.386 0.1598
C 3.88128 -0.84859 -1.06970 6.402 4.745 -0.504 -0.3281
O 4.63396 0.02570 -0.97357 -2.644 -2.632 0.056 0.1603
H 2.71468 -2.04614 0.49742 0.077 0.142 1.449 0.0070
C -2.65334 2.41475 -1.61238 -0.231 -0.050 -0.966 -0.0601
C -2.10345 1.06664 -1.20609 0.212 0.009 0.090 -0.1811
N -0.63268 1.17224 -0.95504 1.099 -0.817 0.381 0.0615
C 0.00744 0.68559 0.11014 -2.705 0.410 -1.565 -0.7368
S 1.69648 0.58783 0.07251 0.532 0.033 0.482 1.0322
N -0.75425 0.27449 1.16828 1.588 0.780 0.895 0.0383
C -1.43277 1.39933 1.95075 -0.882 -0.451 -0.061 -0.1880
C -2.22335 0.78974 3.10039 -0.391 -0.059 0.291 -0.0643
H -2.41540 3.18792 -0.90149 0.089 0.268 0.334 0.0778
H -3.74094 2.34144 -1.69494 0.127 0.030 0.004 0.1001
H -2.27503 2.72434 -2.60784 -0.157 -0.162 0.551 0.0992
H -2.54693 0.69496 -0.28340 -0.020 -0.022 -0.254 0.1083
H -2.25841 0.31342 -1.99201 0.153 0.194 0.208 0.1388
H -0.03170 1.41396 -1.74769 -0.500 0.264 0.267 0.1501
H -0.17935 -0.24317 1.83210 -0.192 -0.215 0.007 0.1252
H -0.70563 2.12583 2.32395 0.138 -0.204 -0.238 0.1332
H -2.11387 1.88523 1.24832 0.209 0.146 0.226 0.1028
H -1.59835 0.12811 3.73560 -0.318 0.420 -0.322 0.0914
H -2.60002 1.62033 3.73343 0.233 -0.549 -0.319 0.1044
H -3.10277 0.21405 2.74062 0.619 0.317 0.192 0.0971
```
Forces are in eV/Å.

Summary:
⟨S²⟩: 6.019
Relative energy (zero: lowest compared OMol25 entry of this formula, charge and spin): 0.874 eV
LUMO energy (alpha / beta): -7.56 / -11.25 eV
Multiplicity: 5
HOMO-LUMO gap (alpha / beta): 6.1 / 6.2 eV
Total charge: +2
DFT total energy: -37618.0017 eV

***

No. 6
Molecular formula: C10H13N3O2SSr
Method: DFT, the ωB97M-V functional and the def2-TZVPD basis

The geometry in XYZ format:
```
30
Properties=species:S:1:pos:R:3:forces:R:3:lowdin_charge:R:1
C 2.16734 -1.70722 0.07536 -0.257 0.173 -0.095 -0.0421
C 1.87932 -0.39284 0.77298 -0.147 -0.015 0.233 -0.4208
N 1.63189 -0.44873 2.00918 0.052 0.096 -0.100 0.2050
C 1.92767 0.92877 -0.00271 0.296 -0.742 -0.243 -0.1161
C 0.67906 1.26678 -0.85235 0.255 0.965 0.000 -0.5953
S 0.59524 0.10844 -2.32462 -0.371 -0.591 -0.124 0.7094
C 0.88812 2.59813 -1.44931 -0.097 0.043 0.429 -0.2487
N 1.02574 3.67907 -1.81160 0.045 -0.147 -0.232 0.2403
C -0.67553 1.26686 -0.07765 -0.625 -0.465 0.222 -0.2563
C -0.43968 1.87084 1.24272 0.482 0.332 -0.288 -0.1824
N -0.10903 2.43560 2.18574 -0.203 -0.156 0.051 0.2514
C -1.35884 -0.11575 0.03666 0.162 -0.035 -0.336 -0.1601
C -2.38872 -0.15631 1.16467 0.046 -0.190 0.539 -0.1545
O -3.31838 -1.23181 1.01300 0.085 0.187 -1.073 -0.0251
C -2.75622 -2.42206 0.64571 0.165 -0.479 0.465 -0.3384
O -2.02057 -3.05076 1.33831 0.238 0.224 -0.047 0.1339
H 3.15715 -2.07012 0.34853 0.031 0.031 0.021 0.0983
H 1.43300 -2.43720 0.41531 0.099 -0.089 0.016 0.0935
H 2.10555 -1.64803 -1.01355 0.111 0.017 -0.005 0.0148
H 1.48174 0.46651 2.43336 -0.015 -0.028 0.055 0.0591
H 2.80383 0.93437 -0.66012 -0.019 0.077 0.004 0.1312
H 2.05707 1.74807 0.70300 -0.097 0.106 -0.065 0.1346
H -0.62567 0.36749 -2.84468 0.030 0.227 0.283 -0.0616
H -1.36696 1.94297 -0.58753 0.062 0.020 -0.078 0.1647
H -0.60023 -0.89405 0.13744 -0.099 -0.044 0.243 0.0996
H -1.89186 -0.31087 -0.89943 -0.003 0.063 0.010 0.1134
H -2.97406 0.76275 1.14047 -0.146 -0.095 0.134 0.1448
H -1.91055 -0.25597 2.14095 0.153 0.182 -0.052 0.1445
H -3.03096 -2.78191 -0.35712 -0.459 0.204 0.079 0.1488
Sr 1.63453 -0.45303 -4.92271 0.226 0.129 -0.047 1.7141
```
Forces are in eV/Å.

Summary:
LUMO energy: -10.11 eV
Multiplicity: 1
HOMO-LUMO gap: 5.3 eV
Total charge: +2
DFT total energy: -30797.4134 eV